77
Properties=species:S:1:pos:R:3 method="wB97M-V/def2-TZVPD" homo_energy_ev=-7.18 charge=-1 e_tot_ev=-45289.4370 molar_mass_g_mol=455.36 e_lumo_ev=2.9 largest_force_ev_per_a=15.98 homo_lumo_gap_ev=10.071
H 0.32 -1.12 -3.55
F 1.15 -0.93 -0.03
C -4.43 1.78 -1.98
H 1.21 2.89 5.30
H -4.95 -0.86 4.01
O 3.94 2.22 0.54
H 0.50 -0.19 -4.96
H 2.62 -1.75 0.08
H -0.66 -3.27 -0.01
H 4.43 -0.91 0.50
H -1.25 -1.79 -5.85
H 3.75 1.84 -0.26
H -3.73 0.67 -0.58
O 3.45 -2.32 0.20
H 0.52 0.38 4.31
H -5.70 -0.55 2.42
H -2.83 -4.59 -2.39
H -1.88 -4.40 -3.49
O -0.96 -3.96 -0.38
H 4.30 1.62 3.03
H -1.47 -5.61 -2.29
H 2.56 2.12 3.46
H 2.15 2.93 1.32
C -1.79 -4.61 -2.63
C 4.12 -1.51 1.03
H 2.37 4.25 -2.80
C 3.09 3.32 -3.05
H -2.20 -1.48 -4.39
H -2.99 0.09 3.82
C 0.40 2.26 5.63
C -3.58 -0.11 2.94
F -0.31 0.38 1.15
H 5.38 -3.33 1.61
H -0.42 2.87 5.81
H -4.64 2.58 -1.21
H 2.61 1.21 -3.71
H -3.86 2.53 -2.38
C -0.14 -0.54 -4.22
F -0.75 -1.81 0.94
H 3.76 -1.19 1.87
O -0.61 0.51 -3.40
C 0.02 1.24 4.56
H -2.66 -0.80 -1.91
C 3.47 2.32 2.88
O -3.48 -0.32 -2.25
H -0.85 0.26 -2.46
H 4.11 3.28 2.94
H 2.52 1.19 1.51
O -0.30 1.89 3.41
C 3.00 2.18 1.48
C -1.40 -1.06 -5.12
H -5.33 0.78 3.94
C -4.25 0.45 -1.36
F -0.97 -0.48 -0.75
H -5.06 -0.12 -1.02
H -0.99 1.01 4.88
C 2.35 1.92 -2.95
H 6.02 -1.67 1.97
B -0.18 -0.74 0.37
C -4.99 -0.27 3.36
H -1.65 -2.69 -1.98
H 1.94 0.76 -1.35
C -0.99 -3.62 -1.78
H -3.75 0.59 2.28
H -5.26 1.64 -2.56
H -0.17 -3.32 -2.09
H 1.40 2.30 -3.24
H -2.24 -1.19 2.02
H 3.92 3.45 -2.49
H 3.22 3.33 -4.11
O -3.15 -1.32 2.35
H 5.89 -2.52 0.28
H -0.23 1.59 2.68
H 0.49 1.71 6.52
O 2.42 1.44 -1.61
C 5.41 -2.31 1.27
H -1.78 -0.51 -6.08

19
Properties=species:S:1:pos:R:3 method="wB97M-V/def2-TZVPD" homo_energy_ev=-13.13 charge=+1 e_tot_ev=-7325.1164 molar_mass_g_mol=89.16 e_lumo_ev=-8.9 largest_force_ev_per_a=2.73 homo_lumo_gap_ev=4.261
H -0.08 2.84 0.41
N -0.82 -0.80 0.19
C -1.18 -0.35 -1.13
H 2.30 -0.85 0.75
H -1.49 -1.51 0.48
H -0.31 -0.23 -1.73
H -2.79 2.94 1.78
H -1.59 0.70 -1.16
H -1.28 1.43 0.85
H 2.62 -3.51 0.13
H 2.39 -2.85 -1.51
H -1.88 -0.99 -1.64
C 2.64 -2.51 -0.49
N 1.80 -1.40 0.00
C -1.89 3.42 1.36
C -1.06 2.51 0.80
H -1.68 4.49 1.38
H 0.65 -1.11 0.06
H 3.67 -2.22 -0.54

93
Properties=species:S:1:pos:R:3 method="wB97M-V/def2-TZVPD" homo_energy_ev=-8.22 e_tot_ev=-92578.9764 smiles="CO[C@]([PH2]=N)([C@H](CC(=O)O)N[PH2]=N)P(N)O.Fc1ccccc1.Fc1ccccc1.Fc1ccccc1.Fc1ccccc1.Fc1ccccc1" molar_mass_g_mol=770.66 e_lumo_ev=0.4 largest_force_ev_per_a=0.79 homo_lumo_gap_ev=8.650
C 0.18 5.11 -3.38
H -3.67 5.58 -8.78
H 0.87 6.44 5.66
C -2.28 6.72 -7.61
H -0.82 -9.83 2.61
H 0.15 -5.89 1.19
H -2.25 -5.33 1.16
N 0.42 0.01 0.30
C -5.36 -3.86 2.29
H 0.60 4.71 -4.29
H 6.85 0.13 1.70
H -1.31 6.59 -0.14
C -0.49 4.83 -1.09
H 4.18 -1.41 2.59
H 6.22 -2.26 2.40
H 5.01 -4.06 -1.86
N 5.52 -0.79 -1.72
N 3.06 -0.60 -0.01
C -2.09 7.36 -6.40
C 0.85 3.35 4.28
C 2.40 -4.27 -0.79
O 5.40 -3.23 -2.18
H -8.30 -2.72 4.46
C -3.07 7.41 -5.42
C -4.28 6.79 -5.67
C -3.50 6.09 -7.84
H 1.22 4.07 6.26
H -5.45 5.64 -7.06
P 1.86 0.17 0.88
F -3.36 -9.42 2.63
H 0.37 3.27 -2.29
O 3.33 -5.08 -1.45
C -0.58 -6.63 1.49
C -0.18 -7.89 1.90
C 0.97 4.34 5.24
C -1.11 -8.84 2.28
C -0.89 6.15 -1.03
H -0.13 7.08 -4.20
H -0.06 0.89 0.14
C 0.46 6.02 3.60
H -3.94 -7.02 1.85
H -8.25 -5.02 3.55
C -4.50 6.13 -6.88
C 4.67 -2.45 0.38
H 5.39 -5.50 1.48
C -6.38 -4.75 2.55
H -2.87 7.92 -4.49
C -0.22 6.44 -3.34
H 0.30 7.06 3.33
F -4.32 -4.26 1.53
H 0.99 2.30 4.52
O 4.54 -3.80 0.82
C 2.57 -2.79 -1.06
F 0.42 2.78 2.03
H 2.64 -2.37 1.01
H -6.34 -5.75 2.13
C -1.93 -6.31 1.48
H 0.88 -8.14 1.91
O 1.57 -4.74 -0.08
H 2.90 -0.34 -0.98
H -6.45 -1.16 3.97
C -6.43 -2.17 3.58
C 0.78 5.68 4.90
C -0.75 6.93 -2.17
H -1.49 6.71 -8.34
H 6.52 -4.13 1.42
H 5.55 -0.90 -2.73
C 0.05 4.30 -2.25
C -2.45 -8.50 2.25
C 5.69 -4.63 0.91
H 6.17 -0.06 -1.46
P 5.32 -1.40 1.76
C -7.44 -4.33 3.33
H -0.59 4.20 -0.22
H 2.08 -0.43 2.13
P 5.99 -2.26 -0.98
C -5.36 -2.57 2.79
N 5.89 0.02 1.41
H -4.53 -1.91 2.57
C 0.34 5.04 2.62
C 3.20 -2.05 0.12
F -0.91 7.97 -6.17
H 0.10 5.28 1.60
C -7.47 -3.04 3.85
H 6.02 -4.96 -0.07
H 3.12 -2.62 -1.98
H 1.56 -2.38 -1.18
H 2.31 1.48 1.04
H -5.06 6.82 -4.92
H 2.87 -5.66 -2.06
F -1.15 8.22 -2.13
C 0.54 3.73 2.99
C -2.88 -7.25 1.86

44
Properties=species:S:1:pos:R:3 method="wB97M-V/def2-TZVPD" homo_energy_ev="-10.41 / -11.33" charge=+1 spin_multiplicity=5 e_tot_ev=-380843.5904 molar_mass_g_mol=951.28 e_lumo_ev="-3.7 / -5.5" s_squared=6.019 largest_force_ev_per_a=0.12 homo_lumo_gap_ev="6.748 / 5.871"
H 1.71 2.68 4.25
C 1.76 -3.76 0.71
H -0.08 -0.90 4.46
C 2.35 -4.17 -0.48
O 3.44 -0.32 0.83
Se 2.06 5.38 -0.16
C 2.30 -3.34 -1.59
C -3.62 0.60 -2.32
N 1.66 0.48 1.84
Sb 0.80 3.42 -1.03
N -1.17 0.32 -1.92
C -3.53 1.15 -3.69
Se -0.08 3.85 -3.31
H -1.26 -0.47 3.38
H -0.94 -0.40 -2.60
N 0.20 0.85 3.57
N 2.96 0.65 1.36
Se -0.87 2.71 0.57
C 1.65 -2.13 -1.46
C 1.30 1.23 2.89
H -4.54 1.37 -4.04
N -0.26 -0.47 3.56
C 1.13 -2.53 0.74
Pd 0.20 0.31 -0.01
O 3.53 1.74 1.43
N -4.69 0.40 -1.63
Se 2.05 1.42 -1.66
H 1.79 -4.38 1.59
H -3.07 0.44 -4.37
H 2.67 2.70 2.79
H -4.91 -0.34 0.28
N 1.07 -1.73 -0.33
H -0.19 1.51 4.23
S -1.97 -0.77 0.91
H -0.97 1.24 -2.32
Br 3.22 -5.83 -0.58
H 2.76 -3.62 -2.52
H -2.94 2.07 -3.70
C -2.93 -0.21 -0.35
H 1.60 -1.44 -2.30
N -4.25 -0.10 -0.44
N 1.90 2.33 3.33
H 0.68 -2.16 1.65
N -2.51 0.24 -1.57

43
Properties=species:S:1:pos:R:3 method="wB97M-V/def2-TZVPD" homo_energy_ev=-11.08 charge=+1 e_tot_ev=-86202.5417 molar_mass_g_mol=497.82 e_lumo_ev=-7.8 largest_force_ev_per_a=4.34 homo_lumo_gap_ev=3.235
N 2.41 1.39 0.07
H -6.65 -2.66 -0.03
O 7.66 2.11 4.15
C -8.38 -3.32 -1.11
O 6.63 1.06 2.22
H 2.09 -1.07 -0.80
H 4.98 1.01 0.86
C -8.10 -3.54 -3.49
C -7.06 -2.91 -1.00
O 8.58 2.44 1.93
O 0.44 2.76 4.05
C -8.90 -3.63 -2.36
O 4.41 2.79 4.15
B 1.31 1.85 -0.68
H -1.36 -0.01 0.40
O 6.47 3.43 2.47
V 3.86 1.66 3.16
H 5.42 0.42 -0.72
O -0.69 0.49 -2.06
O 3.29 0.51 2.17
H -8.51 -3.79 -4.46
B -0.15 0.94 -0.80
S 7.35 2.27 2.65
O -0.47 2.25 2.12
H 4.83 2.09 -0.56
C 0.10 3.02 2.87
C 3.14 -0.80 -0.79
O 0.51 4.16 2.57
Na -2.71 0.04 -2.39
H 3.64 -1.45 -0.08
H 3.60 -0.95 -1.76
H -5.23 -2.50 -2.04
C -6.78 -3.14 -3.38
H -9.00 -3.39 -0.23
F 1.33 3.07 -1.23
C -6.26 -2.82 -2.13
C 3.34 0.61 -0.31
H -6.16 -3.08 -4.26
H -0.10 -0.21 -2.35
Al 6.96 1.10 5.41
H -9.93 -3.94 -2.45
C 4.74 1.08 -0.19
O -0.66 0.65 0.41

60
Properties=species:S:1:pos:R:3 method="wB97M-V/def2-TZVPD" homo_energy_ev="-8.61 / -8.56" spin_multiplicity=5 e_tot_ev=-135850.8088 molar_mass_g_mol=941.97 e_lumo_ev="-0.5 / -1.9" s_squared=6.019 largest_force_ev_per_a=2.96 homo_lumo_gap_ev="8.110 / 6.653"
S 2.21 -3.66 4.06
H 0.72 2.96 2.55
H 2.86 -1.22 2.88
H -0.73 -1.47 2.13
H -2.70 -0.54 -0.69
C -1.31 -5.10 -0.33
Si 0.80 2.70 -1.47
H -3.18 1.11 -0.45
N -1.45 -3.69 -2.60
H -0.65 3.63 -3.38
H 4.37 1.77 2.09
O -1.03 -2.48 -0.36
F -2.99 -0.91 -2.98
H -2.21 -1.06 2.99
C 2.52 2.61 -2.19
O -3.21 -3.49 -0.96
C 0.53 4.22 -0.38
H 2.24 2.95 3.51
S 3.19 -1.61 -1.14
H -2.88 2.36 2.67
C -1.27 -0.71 2.63
F -1.67 -4.91 0.97
H -0.60 1.96 -3.56
S 2.99 -5.22 4.61
F -0.07 -5.45 -0.39
Si 1.99 0.94 2.01
S -1.00 -2.53 -3.58
C -1.93 2.30 2.04
C 3.71 1.40 1.35
Si -1.75 0.56 1.35
Sb 0.44 0.63 -0.01
F -2.04 -6.08 -0.83
H -1.01 2.66 2.54
H 1.33 -1.44 2.15
C -3.09 0.15 0.05
F -3.60 -2.56 -4.30
H -0.45 4.21 0.08
H 1.31 4.16 0.41
H 0.61 5.14 -0.92
S 2.43 -3.48 -1.51
H -2.23 2.99 1.24
H -4.08 -0.11 0.33
H 3.33 2.52 -1.42
S -1.79 -3.49 -1.10
H 2.62 1.75 -2.88
Ir 1.01 -1.83 -0.94
H 0.94 1.99 4.03
O -0.23 -1.47 -2.98
H 2.68 3.59 -2.67
C -2.65 -1.71 -4.01
H 3.52 2.26 0.56
F -2.50 -0.94 -5.11
H 4.32 0.69 0.75
C 1.94 -0.76 2.79
H 1.49 -0.72 3.76
O -0.48 -3.01 -4.80
C 1.44 2.35 3.11
C -0.59 2.70 -2.80
H -1.52 2.61 -2.27
H -0.65 -0.21 3.33